(1)
This record from OMol25 describes C25H61INO11P2S as an isolated structure. The level of theory is ωB97M-V/def2-TZVPD.

```
! RIJCOSX wB97M-V def2-TZVPD def2/J DEFGRID3
* xyz 1 1
I -3.47 -2.51 1.05
S 1.47 1.55 -0.05
P 1.31 0.21 1.30
P -1.82 0.71 -0.87
O 0.55 1.85 -6.05
O -5.56 6.00 4.46
O 1.48 0.88 2.78
O 2.51 -0.90 1.22
O -0.44 5.01 -3.71
O 7.89 0.95 -1.43
O -5.62 6.81 1.62
O -1.27 1.24 2.09
O -6.80 8.49 4.83
O -4.65 -4.86 -2.82
O -4.75 -2.70 -2.20
N -0.01 -2.17 1.42
C 5.61 -2.48 -0.48
C -1.18 -0.12 2.39
C 7.62 -2.14 0.99
C 3.79 -3.45 -2.03
C -1.00 -0.82 -0.14
C -4.34 1.93 -0.95
C 5.02 -2.52 -1.89
C -1.96 -2.69 -1.59
C 7.71 -0.90 1.92
C -0.36 -0.73 1.25
C -3.62 0.67 -0.44
C -1.88 1.98 3.13
C 2.74 -3.17 -0.97
C 7.01 -1.84 -0.40
C 1.13 -4.72 0.37
C -2.30 3.35 2.54
C -0.37 -4.46 0.70
C -1.74 0.44 -2.71
C -2.69 -4.03 -1.81
C -0.66 -2.99 0.67
C -4.12 -3.91 -2.31
C -1.30 1.71 -3.48
C -1.68 -2.22 -0.15
C -3.79 3.70 2.77
C 1.53 -4.15 -1.00
H 8.00 1.50 -0.65
H 7.66 -2.16 -1.22
H -3.65 2.78 -0.87
H 6.98 -2.85 1.51
H 4.15 -4.48 -1.99
H -5.30 6.91 4.31
H -1.25 5.16 -3.22
H -1.07 -0.39 -2.93
H -4.17 4.15 1.86
H -2.14 2.06 -4.07
H -2.14 3.28 1.47
H 2.36 -2.15 -1.12
H -0.93 -4.99 -0.07
H 3.16 -3.18 0.04
H -0.65 -4.87 1.67
H 0.18 2.24 -6.85
H -2.73 0.09 -3.03
H 4.78 -1.50 -2.20
H -7.09 8.90 4.01
H 6.89 -0.89 2.63
H 5.78 -2.87 -2.60
H 6.87 -0.76 -0.45
H -2.16 -4.58 -2.59
H 2.73 -1.26 2.09
H -6.28 9.18 5.26
H -3.68 0.57 0.65
H -2.19 -0.54 2.47
H -2.70 -4.69 -0.94
H 1.80 -4.96 -1.69
H -3.96 4.36 3.61
H -2.77 1.48 3.53
H 8.59 -2.64 0.92
H 0.73 -2.51 2.03
H 5.60 -3.50 -0.07
H 7.37 1.48 -2.03
H -4.35 2.77 2.89
H 1.02 2.58 -5.63
H -0.53 1.42 -4.19
H -2.59 -1.92 -2.03
H -1.03 -2.66 -2.16
H 0.70 -3.63 -1.48
H 1.97 0.31 3.39
H -4.08 -0.24 -0.83
H 0.25 5.01 -3.04
H 4.95 -1.88 0.15
H -5.21 2.10 -0.32
H 8.65 -0.89 2.48
H -5.56 -2.82 -1.70
H -4.64 1.77 -1.98
H -5.64 6.32 2.46
H -6.23 6.08 5.15
H -1.63 4.13 2.89
H 3.35 -3.22 -3.00
H 7.62 0.03 1.35
H -0.69 -0.30 3.36
H 1.22 -5.80 0.32
H -1.14 2.16 3.93
H -0.15 -0.96 -0.83
H 1.76 -4.38 1.19
H -0.95 2.47 -2.79
H -5.85 6.16 0.96
*
```

Computed properties:
maximum force: 2.43 eV Å⁻¹
E_HOMO: -10.299 eV

---

(2)
This record from OMol25 describes a 10-piece molecular cluster, C25H62F30N5O4P5 overall. The level of theory is ωB97M-V/def2-TZVPD.

```
! RIJCOSX wB97M-V def2-TZVPD def2/J DEFGRID3
* xyz 0 1
P -0.90 3.25 -5.52
P 6.52 6.35 -0.49
P -9.31 4.31 4.64
P 1.05 6.35 6.43
P 0.11 -4.22 0.42
F 0.32 2.43 -4.69
F -0.70 4.58 -4.71
F 7.76 7.07 0.23
F -0.96 1.86 -6.37
F 0.63 7.71 5.61
F -0.17 -3.09 -0.70
F -1.21 -3.64 1.25
F 2.07 6.02 5.21
F 0.01 6.78 7.62
F 1.42 -4.75 -0.33
F -7.90 4.79 5.24
F 0.09 3.76 -6.73
F -9.70 5.93 4.35
F -0.09 5.41 5.69
F -10.75 3.78 4.06
F 1.09 -3.07 1.10
F 6.52 5.23 0.62
F 7.45 5.32 -1.20
F 5.46 7.30 0.43
F -1.81 2.64 -4.27
F 2.25 7.25 7.17
F 1.61 5.09 7.36
F -2.17 3.84 -6.35
F -8.99 2.80 5.06
F 5.20 5.69 -1.16
F -9.91 4.44 6.15
F 6.50 7.32 -1.81
F -0.87 -5.34 -0.32
F 0.43 -5.17 1.71
F -8.68 4.08 3.16
O -2.14 3.37 1.31
O 4.56 -2.06 5.40
O -4.53 10.63 5.86
O -7.60 -3.62 0.87
N 3.31 -3.65 6.68
N -0.47 1.68 0.85
N -8.16 -6.69 1.49
N -6.70 9.63 6.13
N 6.79 -2.41 -5.83
C 7.13 -3.80 -6.43
C 8.70 -5.19 -7.95
C -7.50 10.94 6.08
C -5.20 8.94 4.11
C -8.75 -5.42 2.18
C 3.61 -1.25 -9.66
C -7.90 -4.14 2.22
C -6.65 -6.88 1.85
C -2.57 1.25 2.44
C 8.49 -3.85 -7.20
C -1.82 2.19 1.50
C 1.78 -3.25 6.46
C 5.64 -2.54 -4.78
C -8.14 -6.69 -0.08
C 4.31 -3.22 5.58
C 4.84 -0.88 -8.88
C 5.15 -1.86 -7.77
C -5.35 9.77 5.41
C 0.72 2.42 1.49
C -8.85 -7.98 1.93
C 7.97 -1.86 -5.04
C 7.35 -1.26 -3.86
C 6.45 -1.45 -7.01
C 5.06 -4.43 4.97
C 6.31 -2.27 -3.44
H 1.46 -3.17 7.50
H 6.29 -4.20 -7.00
H -6.64 -7.07 2.93
H 3.57 -2.30 -9.91
H 3.40 -4.55 7.12
H 7.92 -5.89 -7.66
H 2.71 -1.01 -9.08
H 0.90 2.10 2.52
H 1.78 -2.29 5.95
H 7.20 -4.47 -5.58
H -4.52 9.53 3.49
H -7.74 11.08 5.03
H -8.95 -7.96 3.02
H -2.83 0.47 1.72
H -9.74 -5.28 1.75
H -8.21 -8.76 1.52
H 5.67 -0.62 -9.54
H 3.60 -3.07 7.45
H 1.54 2.10 0.85
H -6.16 -7.75 1.41
H 8.72 -5.01 -9.02
H 6.71 -3.20 -3.05
H -1.93 0.92 3.26
H -9.85 -7.99 1.49
H 4.31 -1.99 -7.09
H 5.10 -3.49 -4.89
H -4.49 8.14 4.32
H 3.55 -0.72 -10.61
H 6.95 -0.24 -3.94
H -8.43 10.68 6.58
H 5.13 -4.25 3.90
H 0.65 3.50 1.38
H -7.71 -7.66 -0.32
H 6.26 -0.48 -6.54
H -8.31 -3.03 0.62
H -6.00 -6.01 1.70
H 8.60 -1.21 -5.65
H 4.60 0.07 -8.39
H -9.19 -6.56 -0.32
H 9.30 -3.76 -6.48
H 4.48 -5.35 5.06
H 1.31 -4.06 5.90
H -0.56 0.71 1.12
H -7.55 -5.86 -0.48
H 8.56 -3.02 -7.90
H -6.93 11.72 6.59
H 9.61 -5.73 -7.67
H 6.09 -4.55 5.30
H -0.47 1.67 -0.16
H 5.55 -1.95 -2.72
H -8.35 -3.30 2.75
H 8.09 -1.09 -3.08
H 5.04 -1.73 -5.19
H -6.14 8.77 3.58
H 8.56 -2.76 -4.84
H 5.18 -2.84 -8.24
H -3.48 1.75 2.76
H -6.48 9.42 7.09
H 7.28 -1.30 -7.70
H -9.03 -5.78 3.17
H -7.00 -4.40 2.78
H -7.17 8.83 5.74
*
```

Computed properties:
maximum force: 6.39 eV Å⁻¹
E_HOMO: -8.612 eV

---

(3)
This record from OMol25 describes C25H64Mn2N4O13S as an isolated structure. The level of theory is ωB97M-V/def2-TZVPD.

```
! RIJCOSX wB97M-V def2-TZVPD def2/J DEFGRID3
* xyz 2 11
Mn 1.77 2.83 -0.45
Mn -1.22 -0.27 -3.31
S 0.52 1.12 -1.98
O 1.45 0.75 -0.95
O -1.51 1.42 -4.46
O 0.07 3.27 0.65
O -0.39 -2.04 -2.62
O 2.81 -1.66 -1.02
O 3.88 2.37 -0.75
O 5.46 -0.77 3.90
O -0.84 0.77 -1.66
O 0.77 2.58 -2.09
O -3.64 0.89 2.45
O 0.59 0.43 -3.27
O -0.14 -2.50 2.29
O -7.90 -0.27 0.44
N -4.47 -1.68 0.73
N 2.42 2.30 1.64
N -0.92 -1.40 -5.10
N 2.78 -0.24 2.86
C -0.59 -0.28 -6.00
C -1.71 0.81 -5.76
C -2.85 0.10 1.59
C -1.27 3.50 0.32
C 1.76 3.27 2.48
C 0.26 3.18 2.07
C 0.30 -2.11 -4.81
C -8.27 0.76 -0.49
C 4.65 2.02 -1.95
C 5.63 -2.06 4.43
C 3.85 2.61 1.59
C 4.52 1.90 0.45
C 1.27 -2.11 2.42
C -5.68 -0.90 1.01
C 1.45 -0.63 2.34
C 4.44 -0.07 4.65
C 0.08 -2.98 -3.60
C -6.76 -0.99 -0.03
C 2.98 -0.38 4.32
C 3.34 -1.91 -2.31
C -0.42 -3.84 2.17
C -3.30 -1.40 1.58
C -3.42 0.75 3.80
C -1.74 2.82 -4.39
C -0.40 -2.77 -1.34
H -1.75 4.42 0.64
H -1.40 -2.11 -5.63
H -3.71 -0.24 4.16
H -5.99 -1.15 2.02
H 1.86 3.04 3.54
H -0.75 -3.69 -3.68
H 2.06 4.32 2.41
H -2.35 0.95 3.89
H -2.82 0.47 0.57
H -2.45 -1.98 1.22
H -1.03 3.31 -5.05
H -7.45 1.38 -0.85
H 1.00 -3.47 -3.27
H -1.90 2.65 0.59
H -1.22 -3.47 -1.25
H 4.16 3.66 1.55
H -8.97 1.45 -0.02
H 6.41 -2.62 3.92
H 2.22 -0.91 -1.07
H -1.49 -4.02 2.21
H -1.41 3.64 -0.75
H 5.58 2.14 0.51
H -0.23 4.01 2.60
H 4.69 -0.02 5.71
H -0.39 -0.71 -6.98
H 3.72 -2.92 -2.20
H 2.65 -1.36 4.67
H 1.25 -0.36 1.30
H 1.92 -2.58 1.68
H -4.21 -1.50 -0.23
H -1.59 1.53 -6.57
H 2.31 0.33 4.81
H -8.78 0.34 -1.36
H 5.90 -1.95 5.48
H 0.75 -0.03 2.93
H -3.50 -1.81 2.57
H 4.61 1.00 4.49
H 3.50 -0.71 2.33
H 4.17 -1.25 -2.57
H 1.61 -2.50 3.38
H 2.67 -1.86 -3.17
H 4.57 0.95 -2.12
H 5.72 2.22 -1.90
H 1.13 -1.45 -4.55
H 4.69 -2.62 4.34
H -4.02 1.53 4.26
H 0.49 -3.40 -1.24
H 0.35 0.23 -5.80
H 4.25 2.20 2.51
H -0.35 -2.05 -0.52
H 4.31 2.56 -2.84
H 0.61 -2.77 -5.62
H -6.89 -2.06 -0.22
H -5.41 0.15 1.13
H -1.84 0.17 1.99
H -6.33 -0.63 -0.97
H -2.68 0.34 -5.91
H -0.06 -4.27 1.24
H -0.17 2.23 2.38
H 2.36 1.41 2.12
H -1.65 3.10 -3.34
H 4.38 0.82 0.43
H -0.03 -4.40 3.02
H -2.72 3.15 -4.73
*
```

Computed properties:
⟨S²⟩: 30.007
maximum force: 4.25 eV Å⁻¹
E_HOMO (alpha / beta): -12.103 / -12.102 eV

---

(4)
This record from OMol25 describes C25H64N4O12Sr2 as an isolated structure. The level of theory is ωB97M-V/def2-TZVPD.

```
! RIJCOSX wB97M-V def2-TZVPD def2/J DEFGRID3
* xyz 2 1
Sr -4.12 -27.25 13.17
Sr -7.11 -30.11 10.22
O -4.66 -28.67 6.88
O -8.03 -31.29 8.14
O -6.39 -31.84 11.69
O -9.35 -32.05 10.47
O -8.61 -28.25 9.23
O -6.09 -25.37 14.18
O -4.04 -24.91 8.55
O -5.42 -28.54 11.46
O -3.06 -29.29 14.12
O -1.77 -27.25 12.35
O -5.60 -28.22 9.35
O -4.67 -26.67 10.72
N -3.36 -24.80 12.98
N -5.46 -31.52 9.02
N -3.58 -27.04 15.74
N -8.95 -29.51 11.97
C -2.46 -27.94 16.06
C -5.23 -27.76 10.47
C -5.25 -24.87 7.81
C -10.40 -31.38 11.26
C -8.69 -28.07 11.85
C -2.86 -29.36 15.55
C -3.30 -28.26 6.77
C -8.34 -27.57 8.01
C -5.37 -32.72 11.16
C -10.24 -29.84 11.37
C -5.46 -24.11 14.19
C -3.28 -30.56 13.51
C -1.61 -28.01 11.13
C -9.45 -33.43 10.29
C -4.55 -32.08 10.05
C -2.28 -27.94 17.58
C -7.11 -32.42 12.80
C -9.30 -31.18 7.51
C -3.96 -24.11 14.14
C -7.06 -31.88 7.28
C -8.93 -27.45 10.38
C -1.88 -24.86 13.09
C -7.51 -25.28 14.07
C -1.23 -25.97 12.15
C -6.05 -32.55 8.16
H -8.53 -26.46 10.16
H -4.44 -27.32 16.20
H -2.03 -29.02 11.18
H -5.01 -28.30 7.70
H -0.14 -25.97 12.24
H -1.91 -27.06 18.11
H -5.60 -23.86 7.59
H -1.37 -25.63 11.12
H -10.10 -30.82 8.15
H -10.38 -33.74 9.81
H -6.01 -25.47 8.33
H -0.57 -28.10 10.83
H -4.70 -32.98 11.97
H -3.33 -27.19 6.99
H -9.30 -27.35 7.53
H -7.70 -27.77 12.17
H -2.07 -30.08 15.79
H -2.71 -28.86 7.47
H -3.96 -31.24 14.02
H -8.63 -33.93 9.78
H -6.45 -33.24 8.91
H -5.80 -33.67 10.83
H -10.01 -27.32 10.26
H -7.97 -24.80 14.94
H -7.88 -26.30 14.00
H -3.33 -26.19 16.24
H -2.19 -27.56 10.33
H -3.57 -24.48 12.04
H -4.18 -25.59 9.23
H -5.31 -33.04 7.52
H -1.52 -27.60 15.64
H -9.65 -32.21 7.32
H -7.56 -32.54 6.57
H -6.57 -31.14 6.65
H -5.13 -25.50 6.92
H -7.86 -31.70 13.12
H -3.89 -31.26 10.36
H -8.73 -29.77 12.92
H -3.64 -23.06 14.17
H -9.27 -30.68 6.54
H -3.78 -29.70 16.02
H -6.44 -32.75 13.60
H -10.41 -31.81 12.26
H -7.92 -28.28 7.29
H -10.40 -29.40 10.39
H -3.59 -24.62 15.03
H -7.63 -33.31 12.46
H -7.87 -26.60 8.16
H -3.22 -28.22 18.05
H -5.83 -23.58 13.30
H -3.47 -30.36 12.46
H -9.44 -33.97 11.25
H -11.06 -29.49 12.00
H -1.45 -23.86 12.98
H -5.84 -23.64 15.10
H -9.38 -27.48 12.47
H -3.86 -32.78 9.59
H -2.36 -31.15 13.56
H -11.28 -31.70 10.70
H -1.51 -28.69 17.80
H -2.91 -28.41 5.77
H -4.93 -30.93 8.38
H -7.84 -24.73 13.18
H -1.57 -25.31 14.03
*
```

Computed properties:
maximum force: 3.78 eV Å⁻¹
E_HOMO: -13.067 eV